[1]
24 unconnected molecules or ions with the total composition C5H50F5NO29S in a non-equilibrium geometry, computed with wB97M-V/def2-TZVPD.

Positions of all 91 atoms, in Å:
O1 -2.103 0.990 -3.627
N1 -2.256 0.397 -4.626
O2 -0.971 0.141 -5.189
C1 -0.750 -1.245 -5.458
C2 -0.918 -2.078 -4.192
O3 -1.994 -2.318 -3.736
O4 0.253 -2.550 -3.660
C3 0.113 -2.980 -2.330
S1 0.268 -1.588 -1.181
O5 -0.197 -2.054 0.101
O6 -0.383 -0.430 -1.715
C4 2.090 -1.193 -1.106
F1 2.289 -0.191 -1.976
F2 2.827 -2.247 -1.471
C5 2.571 -0.703 0.288
F3 3.911 -0.605 0.213
F4 2.080 0.481 0.592
F5 2.300 -1.583 1.239
H1 -1.399 -1.651 -6.227
H2 0.277 -1.318 -5.815
H3 -0.808 -3.515 -2.093
H4 0.951 -3.646 -2.111
O7 -2.181 0.621 0.721
H5 -1.560 -0.063 0.452
H6 -2.499 0.982 -0.111
O8 3.519 2.819 -2.501
H7 3.326 2.927 -3.441
H8 2.900 2.137 -2.217
O9 4.639 -0.594 3.400
H9 3.724 -0.580 3.721
H10 4.534 -0.536 2.446
O10 -4.244 2.642 -4.968
H11 -4.897 3.080 -4.413
H12 -3.418 2.769 -4.494
O11 -2.999 -3.297 -0.270
H13 -3.597 -2.734 0.237
H14 -2.182 -3.290 0.239
O12 -4.950 -3.538 -3.429
H15 -5.231 -2.917 -4.111
H16 -4.003 -3.375 -3.330
O13 4.581 0.830 6.085
H17 3.842 0.328 6.454
H18 4.710 0.411 5.222
O14 -5.471 -2.057 -0.629
H19 -5.221 -2.530 -1.432
H20 -6.046 -1.351 -0.936
O15 6.210 2.361 -1.210
H21 5.318 2.401 -1.578
H22 6.664 3.107 -1.611
O16 3.570 2.342 8.404
H23 3.794 1.797 7.636
H24 3.085 3.088 8.036
O17 -5.851 -0.074 -4.859
H25 -6.776 -0.167 -5.132
H26 -5.518 0.686 -5.352
O18 3.659 -1.788 6.792
H27 4.454 -2.166 7.177
H28 2.995 -2.493 6.858
O19 1.508 3.229 10.247
H29 1.955 3.673 10.977
H30 2.159 2.591 9.927
O20 2.040 0.481 4.539
H31 2.013 1.311 5.024
H32 1.964 -0.199 5.219
O21 2.079 -4.126 6.388
H33 1.323 -4.573 6.783
H34 2.196 -4.546 5.530
O22 2.113 -1.479 -7.162
H35 2.922 -0.987 -6.988
H36 2.048 -1.500 -8.122
O23 3.488 5.482 -3.428
H37 3.338 6.276 -2.908
H38 3.502 4.758 -2.785
O24 0.326 2.565 -2.611
H39 0.308 2.860 -1.695
H40 -0.528 2.136 -2.740
O25 -3.601 -1.676 -6.226
H41 -4.062 -1.138 -5.568
H42 -4.250 -1.788 -6.927
O26 0.281 5.897 10.791
H43 0.890 6.305 10.169
H44 0.196 4.990 10.474
O27 -7.703 -1.123 -6.669
H45 -8.308 -1.839 -6.886
H46 -7.291 -0.894 -7.508
O28 -7.559 -3.249 -4.572
H47 -7.560 -2.441 -4.049
H48 -7.557 -3.954 -3.917
O29 4.906 4.030 10.797
H49 5.517 4.445 10.180
H50 4.807 3.135 10.454

Values from the calculation:
HOMO level: -10.9 eV
Energy above the lowest of the compared OMol25 structures with the same formula, charge and spin: 0.0 kcal/mol
LUMO level: -0.642 eV
Kohn-Sham gap: 10.22 eV
Total charge: 0

Mulliken population analysis, charges in e, atoms 1 to 4: -0.34 0.27 -0.36 -0.13



[2]
A molecular structure, C19H13N3O4Pt, computed with wB97M-V/def2-TZVPD.

Positions of all 40 atoms, in Å:
Pt1 -0.243 0.546 0.388
O1 -3.282 0.468 -2.300
C1 -2.327 0.652 -1.585
N1 -1.862 -0.114 -0.546
C2 -2.452 -1.238 -0.032
O2 -3.447 -1.815 -0.401
C3 -1.643 -1.776 1.158
C4 -2.031 -2.933 1.794
C5 -1.279 -3.379 2.874
C6 -0.176 -2.648 3.279
C7 0.162 -1.489 2.598
N2 -0.558 -1.076 1.554
C8 -1.415 1.868 -1.808
C9 -1.668 2.770 -2.816
C10 -0.819 3.862 -2.951
C11 0.243 4.015 -2.075
C12 0.446 3.071 -1.079
N3 -0.371 2.025 -0.970
H1 -2.911 -3.446 1.433
H2 -1.559 -4.284 3.393
H3 0.432 -2.960 4.116
H4 1.007 -0.878 2.868
H5 -2.520 2.599 -3.458
H6 -0.991 4.589 -3.732
H7 0.918 4.855 -2.148
H8 1.239 3.121 -0.344
O3 3.208 1.841 2.388
C13 2.541 1.094 1.700
O4 1.358 1.423 1.272
C14 3.106 -0.255 1.313
C15 4.112 -0.785 2.117
C16 4.641 -2.038 1.853
C17 4.187 -2.768 0.762
C18 3.210 -2.233 -0.066
C19 2.673 -0.985 0.211
H9 4.458 -0.192 2.952
H10 5.411 -2.446 2.493
H11 4.603 -3.744 0.551
H12 2.867 -2.786 -0.930
H13 1.915 -0.570 -0.445

Values from the calculation:
HOMO level: -8.9 eV
Energy above the lowest of the compared OMol25 structures with the same formula, charge and spin: 1.0 kcal/mol
LUMO level: -0.645 eV
Kohn-Sham gap: 8.25 eV
Total charge: 0

Mulliken population analysis, charges in e, atoms 1 to 4: 0.42 -0.65 0.16 -0.08



[3]
C6H10O2 in the gas phase in a non-equilibrium geometry, computed with wB97M-V/def2-TZVPD.

Positions of all 18 atoms, in Å:
C1 -2.648 -1.289 -0.102
C2 -1.194 -1.110 -0.251
C3 -0.481 -0.425 0.911
C4 1.040 -0.062 0.547
C5 1.072 1.265 -0.163
C6 2.282 1.732 -0.831
H1 -3.047 -1.780 -1.087
H2 -2.866 -2.229 0.794
H3 -2.960 -0.238 0.274
H4 -0.585 -1.322 1.808
H5 -1.079 0.570 1.046
H6 1.613 -0.950 0.031
H7 1.132 0.245 1.698
H8 2.776 0.724 -1.462
H9 2.197 2.447 -1.456
H10 3.164 1.849 -0.251
O1 -0.452 -1.471 -1.241
O2 0.035 2.044 -0.266

Values from the calculation:
Structure (SMILES): CC(=O)CCC(C)=O
HOMO level: -9.6 eV
Energy above the lowest of the compared OMol25 structures with the same formula, charge and spin: 90.9 kcal/mol
LUMO level: 0.614 eV
Kohn-Sham gap: 10.25 eV
Total charge: 0

Mulliken population analysis, charges in e, atoms 1 to 4: -1.01 0.74 -0.67 -0.43



[4]
A gas-phase ion, C7H15N3 (charge +2) in a non-equilibrium geometry, computed with wB97M-V/def2-TZVPD.

Positions of all 25 atoms, in Å:
C1 1.868 0.875 -1.037
C2 2.528 0.532 0.238
C3 -2.631 0.772 0.645
C4 -2.996 -0.559 0.040
C5 -1.060 0.942 0.434
C6 -2.060 -1.100 -0.709
C7 0.909 -1.206 0.401
N1 2.374 -0.899 0.548
N2 0.363 -0.661 -0.816
N3 -0.836 -0.061 -0.670
H1 2.280 0.448 -1.872
H2 3.491 0.994 0.072
H3 1.975 1.167 0.968
H4 -3.082 1.653 0.004
H5 -3.021 0.961 1.550
H6 1.247 1.661 -1.206
H7 -3.910 -1.051 0.137
H8 -0.916 1.973 0.038
H9 -0.548 0.636 1.358
H10 2.777 -1.205 1.397
H11 -1.803 -1.842 -1.366
H12 0.853 -2.371 0.333
H13 0.297 -0.845 1.240
H14 2.822 -1.406 -0.180
H15 -0.919 0.591 -1.547

Values from the calculation:
HOMO level: -17.8 eV
Energy above the lowest of the compared OMol25 structures with the same formula, charge and spin: 166.1 kcal/mol
LUMO level: -8.561 eV
Kohn-Sham gap: 9.25 eV
Total charge: +2

Mulliken population analysis, charges in e, atoms 1 to 4: -0.50 -0.36 -0.87 -0.41



[5]
C4H5NO2 in the gas phase, computed with wB97M-V/def2-TZVPD.

Positions of all 12 atoms, in Å:
N1 -2.059 -0.526 -0.623
C1 -0.870 -0.542 0.042
C2 0.406 -0.868 -0.339
C3 1.307 0.077 -0.040
O1 2.665 -0.046 0.041
C4 0.726 1.384 0.314
O2 -0.492 1.516 0.329
H1 -2.876 -0.345 -0.059
H2 -2.180 -1.225 -1.335
H3 -0.911 -0.582 1.125
H4 2.832 -0.990 -0.088
H5 1.344 2.236 0.618

Values from the calculation:
Structure (SMILES): NC=C=C(O)C=O
HOMO level: -8.7 eV
Energy above the lowest of the compared OMol25 structures with the same formula, charge and spin: 78.3 kcal/mol
LUMO level: 0.296 eV
Kohn-Sham gap: 9.02 eV
Total charge: 0

Mulliken population analysis, charges in e, atoms 1 to 4: -0.42 0.44 -0.98 0.57



[6]
A molecular structure, C6H6N3O4 in a non-equilibrium geometry, computed with wB97M-V/def2-TZVPD.

Positions of all 19 atoms, in Å:
C1 1.316 -1.679 2.067
C2 3.141 1.056 0.465
C3 -0.438 -0.082 -0.302
C4 0.784 0.353 -1.060
C5 0.047 0.059 1.152
C6 2.089 -0.428 0.079
N1 1.125 -2.348 2.958
N2 1.293 -0.690 1.224
N3 2.745 -1.538 -0.436
O1 3.290 0.894 1.635
O2 3.291 1.760 -0.481
O3 3.119 -1.581 -1.625
O4 3.003 -2.470 0.342
H1 -1.195 0.732 -0.592
H2 -0.580 -1.159 -0.513
H3 0.598 -0.133 -1.968
H4 1.054 1.468 -1.051
H5 0.335 1.054 1.286
H6 -0.672 -0.137 1.829

Values from the calculation:
HOMO level: -4.5 eV
Energy above the lowest of the compared OMol25 structures with the same formula, charge and spin: 43.3 kcal/mol
LUMO level: 3.455 eV
Kohn-Sham gap: 7.96 eV
Total charge: -1

Mulliken population analysis, charges in e, atoms 1 to 4: 0.77 0.53 -0.21 -0.88



[7]
A gas-phase ion, C6H13N2O2 (charge +1) in a non-equilibrium geometry, computed with wB97M-V/def2-TZVPD.

Positions of all 23 atoms, in Å:
C1 -0.417 0.100 1.449
C2 -0.697 -1.347 -0.632
C3 0.420 1.163 0.777
C4 1.314 1.936 1.784
C5 -0.541 2.029 -0.072
C6 -0.731 -2.898 -2.364
N1 -1.032 -0.961 0.594
N2 1.247 0.419 -0.159
O1 -0.662 -0.003 2.593
O2 -1.183 -2.498 -1.020
H1 -0.193 -0.560 -1.225
H2 0.877 2.751 2.362
H3 2.208 2.237 1.343
H4 1.488 1.160 2.612
H5 0.205 2.549 -0.741
H6 -1.096 2.678 0.550
H7 -1.359 1.382 -0.489
H8 -1.227 -2.258 -3.137
H9 -0.984 -3.929 -2.408
H10 0.285 -2.957 -2.652
H11 -1.574 -1.599 1.202
H12 1.649 -0.433 0.008
H13 2.004 1.037 -0.375

Values from the calculation:
Structure (SMILES): CO/C=[NH+]/C(=O)C(C)(C)N
HOMO level: -13.9 eV
Energy above the lowest of the compared OMol25 structures with the same formula, charge and spin: 62.4 kcal/mol
LUMO level: -4.643 eV
Kohn-Sham gap: 9.27 eV
Total charge: +1

Mulliken population analysis, charges in e, atoms 1 to 4: -0.03 0.14 1.53 -1.39



[8]
A molecular structure, C5H6N3S2 in a non-equilibrium geometry, computed with wB97M-V/def2-TZVPD.

Positions of all 16 atoms, in Å:
C1 1.750 -1.647 -0.747
C2 1.411 -2.789 -0.032
C3 0.772 -0.621 -0.575
C4 -0.398 -1.175 0.101
C5 -1.481 2.384 1.017
N1 0.561 0.563 -1.155
N2 -1.801 1.325 1.483
N3 -1.240 3.268 0.243
S1 0.035 -2.679 0.972
S2 -1.916 -0.569 0.193
H1 2.530 -1.618 -1.461
H2 2.088 -3.722 0.170
H3 -0.330 1.028 -1.315
H4 -2.003 1.001 2.470
H5 1.359 0.935 -1.690
H6 -1.338 4.314 0.325

Values from the calculation:
HOMO level: -12.8 eV
Energy above the lowest of the compared OMol25 structures with the same formula, charge and spin: 35.2 kcal/mol
LUMO level: -5.855 eV
Kohn-Sham gap: 6.91 eV
Total charge: +1

Mulliken population analysis, charges in e, atoms 1 to 4: -0.75 -0.12 0.64 0.21